114
Properties=species:S:1:pos:R:3:mulliken_spin:R:1 method="wB97M-V/def2-TZVPD" e_homo_ev=-2.001 multiplicity=5 charge=-2
Mn -1.15020 2.18201 -2.09709 4.205
C 0.52754 1.18737 -4.97612 0.000
O 0.49484 1.05683 -3.55251 0.061
C 1.21940 0.10744 -2.87301 0.005
C 2.30312 0.45201 -2.00882 -0.010
C 2.79833 1.89453 -1.89288 0.003
C 2.53995 2.55969 -0.53825 -0.010
C 3.58429 2.80359 0.32163 -0.007
C 3.40229 3.50900 1.53481 0.008
C 2.10270 3.76644 1.94549 -0.005
C 1.03386 3.47647 1.10116 -0.010
C -0.36517 3.75886 1.53465 0.009
C -1.17554 2.48276 1.72448 -0.004
C -0.83538 1.64858 2.78598 -0.003
C -1.44809 0.41291 2.98315 -0.001
C -2.48031 0.08071 2.07022 0.002
C -2.81394 0.88898 0.97487 -0.031
C -3.80430 0.36007 -0.04282 0.014
C -3.24524 -0.87718 -0.78620 -0.005
C -3.90747 -2.09189 -0.78047 0.000
C -3.50498 -3.17479 -1.54201 0.007
C -2.41202 -2.98973 -2.35328 0.000
C -1.70952 -1.81264 -2.41482 -0.022
C -0.63555 -1.57670 -3.44037 0.003
C 0.68191 -1.19188 -2.81772 -0.006
C 1.29626 -2.18361 -2.02194 0.007
C 2.34292 -1.81402 -1.14313 -0.001
C 2.81333 -0.50568 -1.16066 -0.001
C 2.85128 -2.73387 -0.07719 0.000
C 2.67613 -2.10775 1.33512 0.000
C 2.11003 -4.11194 -0.11819 0.000
C 4.31876 -3.05029 -0.32900 0.000
C -2.06108 -0.74241 -1.54484 0.012
O -1.30620 0.33830 -1.40717 0.044
C -4.10775 -4.57368 -1.44738 0.000
C -3.14311 -5.57494 -0.79099 0.000
C -5.41014 -4.60471 -0.65679 0.000
C -4.48811 -5.08495 -2.86899 0.000
C -2.18312 2.10476 0.84273 0.024
O -2.50969 2.88822 -0.25660 0.058
C -3.25925 4.05763 -0.02740 -0.001
C -1.10504 -0.47812 4.11112 0.000
C -2.25729 -0.47632 5.13643 0.000
C -0.93317 -1.92288 3.51904 0.001
C 0.15924 -0.12327 4.85007 0.000
C 1.23591 2.99062 -0.21080 0.009
O 0.29033 2.99732 -1.08800 0.128
C 4.63606 3.76480 2.43476 0.002
C 5.18619 2.44352 2.90466 0.000
C 5.70312 4.56475 1.68348 0.001
C 4.32376 4.61203 3.66959 0.001
H 1.52398 1.47885 -5.30601 0.002
H -0.16151 1.99625 -5.22012 0.000
H 0.27021 0.23364 -5.51956 -0.001
H 2.37789 2.45582 -2.70166 -0.005
H 3.87737 1.80952 -2.07256 0.000
H 4.59314 2.45912 0.02749 0.000
H 1.86444 4.17775 2.93803 0.000
H -0.80806 4.34885 0.73698 -0.010
H -0.40943 4.34613 2.47112 0.001
H -0.08728 2.01928 3.46849 0.001
H -2.97466 -0.88252 2.18195 -0.001
H -4.01593 1.12971 -0.75761 0.002
H -4.72087 0.09507 0.46410 0.000
H -4.77100 -2.15182 -0.09546 -0.001
H -2.09787 -3.82794 -2.95912 0.000
H -1.00836 -0.73015 -4.03673 0.004
H -0.60594 -2.45575 -4.08725 0.000
H 0.81559 -3.10641 -1.84490 -0.001
H 3.60582 -0.17876 -0.44895 0.001
H 1.60019 -1.86647 1.44914 0.000
H 3.22692 -1.19607 1.42178 0.000
H 2.99119 -2.84693 2.06644 0.000
H 1.05136 -4.03657 0.08303 0.000
H 2.48195 -4.80522 0.61998 0.000
H 2.29140 -4.53551 -1.10655 0.000
H 4.91380 -2.14597 -0.23398 0.000
H 4.44786 -3.48359 -1.31753 0.000
H 4.71046 -3.74397 0.42523 0.000
H -2.93539 -5.34215 0.23679 0.000
H -2.20851 -5.46916 -1.36182 0.000
H -3.45846 -6.60619 -0.93044 0.000
H -5.25090 -4.43246 0.41020 0.000
H -5.84659 -5.58747 -0.72074 0.000
H -6.16394 -3.83849 -1.07011 0.000
H -3.69427 -5.19680 -3.57238 0.000
H -5.19333 -4.40489 -3.28804 0.000
H -4.92019 -6.09919 -2.79152 0.000
H -2.93936 4.49681 0.91118 0.001
H -4.34122 3.78361 0.02962 0.001
H -3.09052 4.70908 -0.87138 -0.001
H -3.20430 -0.88803 4.69564 0.000
H -2.45435 0.52245 5.58843 0.000
H -1.97830 -1.15449 5.93381 0.000
H -1.87101 -2.20351 3.06096 0.000
H -0.74497 -2.65498 4.28962 0.000
H -0.16910 -1.94841 2.71947 0.000
H 0.00364 0.74541 5.51604 0.000
H 0.97235 0.03970 4.15178 0.000
H 0.43213 -0.95793 5.44431 0.000
H 5.43016 1.79418 2.03011 0.000
H 4.47267 1.93967 3.53011 0.000
H 6.07932 2.67127 3.52606 0.000
H 6.10617 4.04214 0.80316 0.000
H 6.57743 4.78891 2.35529 0.000
H 5.31814 5.50535 1.36558 0.000
H 3.64093 4.13183 4.36812 0.000
H 3.80653 5.56260 3.41962 0.000
H 5.22305 4.81819 4.27160 0.000
S -3.92241 2.62890 -9.03878 0.000
As -1.89494 3.07447 -9.14542 0.000
S -1.82769 3.91812 -3.60267 -0.229
S -2.70380 2.04390 -3.74189 -0.246
S -0.61154 1.42420 -9.36612 0.000


130
Properties=species:S:1:pos:R:3:mulliken_charge:R:1 method="wB97M-V/def2-TZVPD" e_homo_ev=-6.556
Na -0.02159 0.87555 1.51263 0.580
O 2.34545 3.92177 2.88569 -0.537
C 1.69938 3.18407 1.97633 0.082
O 0.55425 2.84074 2.08792 -0.562
C 2.50068 2.88434 0.74195 0.200
C 3.56118 3.68711 0.34897 -0.490
C 4.10688 3.46479 -0.90524 -1.035
C 3.55772 2.48191 -1.70980 -0.500
C 2.52045 1.70403 -1.20353 0.252
N 2.01539 1.88120 0.01260 0.979
C 1.89829 0.62844 -2.07450 -0.020
O 1.67796 0.98932 -3.34196 -0.522
O 1.68618 -0.48920 -1.69110 -0.407
H 1.71874 4.08647 3.60703 0.414
H 3.91614 4.47539 0.99590 0.601
H 4.92930 4.07030 -1.26222 0.527
H 3.93656 2.29594 -2.70528 0.638
H 1.43203 1.93631 -3.34734 0.295
C -0.34805 -4.09708 -3.21394 -2.406
C -0.77577 -3.46795 -1.89003 1.718
C -1.92633 -4.28308 -1.30371 -1.701
C 0.43753 -3.43840 -0.96054 -1.483
N -1.22837 -2.07346 -2.13743 0.359
C -1.28757 -1.47214 -3.38494 -0.816
C -1.72897 -0.21237 -3.20503 -0.840
N -1.94439 -0.02480 -1.86152 0.731
B -2.38240 1.28643 -1.16217 0.431
N -2.47502 2.42034 -2.22806 0.496
C -3.63390 2.67922 -2.92824 -0.921
C -3.43739 3.77704 -3.68181 -0.783
N -2.14202 4.20732 -3.45593 0.453
C -1.55780 3.35546 -2.56061 0.012
S 0.04064 3.38629 -1.95939 -0.286
C -1.56413 5.46303 -4.01153 1.262
C -0.32430 5.14300 -4.84827 -1.458
C -2.59415 6.12561 -4.92456 -2.202
C -1.24815 6.41937 -2.86185 -1.515
N -3.80740 1.07623 -0.59403 0.762
C -4.67343 0.05904 -0.91157 -1.009
C -5.75539 0.17069 -0.11937 -0.893
N -5.54804 1.25977 0.72144 0.849
C -4.34189 1.83051 0.39979 -0.133
S -3.59908 3.22731 1.00642 -0.417
C -6.58029 1.70833 1.69423 1.121
C -7.34627 0.47545 2.18589 -1.778
C -7.52137 2.66072 0.95414 -1.675
C -5.99027 2.41003 2.91613 -1.560
C -1.63366 -1.16403 -1.19990 0.029
S -1.79556 -1.35643 0.49279 -0.253
H -0.00906 -5.11254 -3.00930 0.413
H 0.48044 -3.55165 -3.66851 0.442
H -1.17193 -4.16155 -3.92632 0.559
H -1.56600 -5.28427 -1.05848 0.459
H -2.73692 -4.37953 -2.02927 0.427
H -2.30864 -3.81806 -0.39881 0.219
H 0.87179 -4.44076 -0.89959 0.713
H 0.16660 -3.10282 0.03739 0.135
H 1.18004 -2.74837 -1.36186 0.117
H -0.99208 -1.97225 -4.28590 0.536
H -1.87832 0.57695 -3.92017 0.589
H -1.63296 1.50751 -0.26100 -0.367
H -4.51695 2.07945 -2.80639 0.621
H -4.10850 4.27997 -4.34946 0.558
H -0.58692 4.46905 -5.66665 0.389
H 0.44596 4.67972 -4.24056 0.203
H 0.06529 6.06691 -5.27922 0.490
H -2.87791 5.48396 -5.75971 0.461
H -2.14137 7.02628 -5.33848 0.456
H -3.49015 6.42526 -4.37960 0.469
H -0.54627 5.97452 -2.16150 0.249
H -2.16307 6.67726 -2.32598 0.387
H -0.81384 7.33450 -3.26836 0.479
H -4.44449 -0.66825 -1.67024 0.639
H -6.64463 -0.42671 -0.08132 0.532
H -8.04138 0.08761 1.44093 0.398
H -7.93192 0.75165 3.06167 0.461
H -6.66305 -0.32636 2.47032 0.378
H -7.98789 2.16137 0.10291 0.335
H -6.96110 3.52361 0.59165 0.319
H -8.30898 3.01390 1.62197 0.463
H -5.22016 1.80604 3.39770 0.233
H -6.80742 2.56588 3.62354 0.528
H -5.54256 3.36365 2.66419 0.401
Cl 6.70704 -1.34692 5.99684 -0.228
C 6.24871 -1.63913 4.34746 0.286
C 6.04836 -2.94028 3.91517 -1.208
C 5.68170 -3.15045 2.59972 0.161
C 5.51491 -2.10136 1.69836 -0.565
C 5.10642 -2.40150 0.27246 0.249
C 3.76347 -3.15626 0.21615 -0.830
N 2.78676 -2.55679 1.10003 1.459
C 2.09923 -3.15345 2.13174 -0.264
C 1.35220 -2.16374 2.69508 -1.565
N 1.57529 -0.97149 2.05074 -0.079
C 2.43355 -1.24986 1.10437 -0.747
O 6.19407 -3.04837 -0.40072 -0.508
C 6.01218 -4.30330 -1.04232 -0.789
C 6.16766 -5.46095 -0.09832 0.288
C 5.29632 -6.49597 0.06256 0.716
Cl 3.80974 -6.73387 -0.77476 -0.183
S 5.80088 -7.63179 1.24425 -0.193
C 7.22365 -6.72373 1.54571 -0.392
C 7.29106 -5.61205 0.77043 -0.768
C 5.72419 -0.81231 2.17870 1.146
Cl 5.54305 0.59208 1.15484 -0.173
C 6.08935 -0.56656 3.49424 -0.917
H 6.17334 -3.76697 4.59954 0.447
H 5.52192 -4.16545 2.25580 0.339
H 4.96275 -1.45351 -0.24802 0.435
H 3.86195 -4.19928 0.50783 -0.067
H 3.37954 -3.13200 -0.80543 0.457
H 2.18917 -4.20581 2.33990 0.582
H 0.66492 -2.23448 3.52115 0.443
H 2.82016 -0.55592 0.38433 0.398
H 6.80057 -4.34049 -1.79608 0.422
H 5.06314 -4.36796 -1.57682 0.304
H 7.93610 -7.06147 2.28030 0.447
H 8.09757 -4.89456 0.81568 0.419
H 6.24374 0.44419 3.84167 0.469
C -3.20156 -1.10634 5.59123 -1.002
N -1.93301 -0.68339 5.04874 -0.102
C -1.77025 0.08390 3.92998 0.346
N -2.91227 0.38266 3.25134 0.117
O -0.65762 0.49826 3.60958 -0.719
H -3.04203 -1.50397 6.59099 0.340
H -3.66471 -1.89648 4.99191 0.255
H -3.89754 -0.26795 5.66700 0.327
H -1.08549 -0.84176 5.56254 0.306
H -3.65810 -0.29455 3.24886 0.240
H -2.79956 0.85954 2.36524 -0.381


DFT total energy values, unit eV, following the record order: -192339.4775; -163329.6634.
Orbital gap values, unit eV, following the record order: 5.47; 6.62.
Relative energy (zero: lowest compared OMol25 entry of this formula, charge and spin) values, unit kcal/mol, following the record order: 0.0; 0.0.